(1)
Entry from OMol25: a molecular structure, C28H23Br4N12O4Rb (ωB97M-V/def2-TZVPD).

Calculated values
HOMO-LUMO gap: 5.24 eV
charge: -2
LUMO level: 3.8 eV
HOMO level: -1.48 eV
E: -12359.04149 a.u.

Structure (XYZ):
```
72
Properties=species:S:1:pos:R:3:forces:R:3
Rb 0.548697 1.097102 1.133742 -0.114 -0.155 -0.095
N -2.375267 -0.168694 2.180468 -0.070 0.004 0.030
N -3.355709 0.765455 1.844157 -0.100 -0.121 -0.076
C -3.175441 1.920341 1.183507 -0.041 0.245 -0.313
N -4.198893 2.824257 1.307980 0.147 -0.002 0.330
N -2.105103 2.026382 0.421827 -0.093 -0.212 0.013
N -1.817917 3.235567 -0.122348 -0.122 0.070 0.056
O -2.702748 4.033152 -0.463513 0.030 -0.025 -0.016
O -0.638789 3.463213 -0.301191 0.105 0.027 -0.079
H -1.996656 -0.600503 1.345864 0.034 0.089 -0.018
H -1.644291 0.280271 2.745361 0.010 -0.042 0.025
H -4.223944 0.665868 2.339859 0.034 0.018 0.049
H -4.460450 2.967741 2.274614 0.026 0.000 -0.003
H -3.991434 3.686755 0.817645 -0.055 -0.052 -0.034
Br -0.209690 2.453751 8.978313 -0.002 0.004 0.014
C -0.607630 2.499320 7.121751 0.006 -0.009 -0.016
C -1.277301 3.564962 6.567058 -0.006 0.017 -0.004
Br -1.837262 5.025234 7.648210 -0.004 0.002 0.002
C -1.536138 3.579680 5.182435 -0.174 0.053 -0.075
Br -2.527299 4.994586 4.366891 0.024 -0.025 0.021
C -1.142490 2.559040 4.303126 0.241 -0.202 0.185
O -1.344419 2.540950 3.053390 -0.123 0.181 -0.091
C -0.434847 1.413505 4.907469 0.028 -0.108 -0.099
O -0.089037 0.450208 4.119572 0.131 0.046 -0.033
C -0.203707 1.434187 6.282453 -0.020 0.061 -0.047
Br 0.692097 -0.087787 7.005130 -0.003 0.010 -0.009
N 2.465183 -0.373587 3.982258 0.008 -0.014 -0.057
C 2.870827 -1.260400 3.080981 -0.013 0.002 0.001
N 4.046381 -1.896312 3.277193 0.016 -0.005 -0.008
C 4.316997 -2.827741 2.378812 -0.020 -0.064 0.077
N 5.487522 -3.531982 2.548963 0.007 0.056 -0.031
N 3.549682 -3.199630 1.350076 0.016 0.015 -0.026
C 2.442938 -2.459909 1.219288 -0.058 0.092 -0.051
N 2.081410 -1.463870 1.999016 -0.036 -0.038 0.207
C 1.534676 -2.789969 0.075718 0.022 -0.040 -0.071
C 1.978343 -3.625654 -0.944025 0.031 0.023 0.016
C 1.117969 -3.901538 -1.993908 0.004 -0.019 -0.033
C -0.146263 -3.342212 -1.988156 -0.021 -0.010 -0.002
C -0.491129 -2.517768 -0.925719 -0.037 0.221 0.134
N 0.319012 -2.246735 0.093074 0.001 -0.100 -0.062
H 3.016735 -0.318769 4.822026 -0.035 0.010 0.019
H 1.456037 -0.064983 4.034906 0.062 0.000 -0.009
H 6.172158 -3.069163 3.122380 0.002 -0.007 0.005
H 5.824979 -3.987068 1.718169 -0.002 -0.010 0.004
H 2.977747 -4.032416 -0.898942 -0.001 0.005 0.009
H 1.438898 -4.537615 -2.810594 -0.008 0.001 -0.005
H -0.850724 -3.500850 -2.794516 0.014 -0.009 -0.002
H -1.456677 -2.028829 -0.906848 0.000 -0.032 -0.014
N -0.071243 0.211330 -1.819806 0.036 0.090 0.253
C -0.122438 0.162362 -3.063400 0.181 -0.007 -0.115
C 0.931471 0.802263 -3.967413 -0.004 -0.006 0.005
C 0.638842 1.377096 -5.202814 0.001 -0.014 0.014
C 1.618537 2.030065 -5.943604 -0.006 -0.007 -0.001
C 2.920163 2.102429 -5.469772 -0.013 0.002 0.005
C 3.227151 1.526760 -4.240134 0.008 -0.005 0.005
C 2.242146 0.894758 -3.499964 -0.037 -0.018 -0.003
C -1.218332 -0.609046 -3.790943 0.012 -0.003 -0.002
C -0.973912 -1.406446 -4.908900 0.019 0.037 -0.002
C -1.963099 -2.228409 -5.437212 -0.031 -0.009 0.003
C -3.228768 -2.251908 -4.867260 0.019 -0.007 -0.007
C -3.490323 -1.448795 -3.760227 0.025 0.017 0.011
C -2.493309 -0.645828 -3.228070 -0.056 -0.009 0.027
H -0.375229 1.326760 -5.583501 -0.014 -0.009 -0.002
H 1.361031 2.488690 -6.892296 0.000 -0.001 -0.002
H 3.686712 2.608500 -6.045415 -0.002 -0.001 -0.003
H 4.240841 1.580275 -3.857856 -0.003 -0.003 0.002
H 2.443099 0.469611 -2.523040 0.015 0.004 -0.001
H 0.013521 -1.396657 -5.357502 0.002 0.006 -0.008
H -1.743126 -2.856054 -6.294372 0.000 -0.001 0.000
H -4.004111 -2.888229 -5.278236 0.003 -0.003 -0.002
H -4.476856 -1.454815 -3.310159 0.001 0.001 0.005
H -2.659776 -0.042237 -2.342005 0.001 -0.006 0.001
```
Positions in Å, forces in eV/Å.



(2)
Entry from OMol25: a single H2IOP molecule (ωB97M-V/def2-TZVPD).

Calculated values
energy relative to the best compared isomer or geometry (same formula, charge and spin): 79.21 kJ/mol
HOMO-LUMO gap: 9.43 eV
SMILES string: OPI
LUMO level: -0.3 eV
HOMO level: -9.77 eV
E: -715.46715 a.u.

Structure (XYZ):
```
5
Properties=species:S:1:pos:R:3:forces:R:3
O 1.019301 -0.037035 1.043006 -1.627 5.515 -1.158
P -0.096420 0.964848 -0.162988 2.383 -2.269 0.915
I -2.144966 -0.412841 -0.106521 0.389 0.227 -0.017
H 0.778676 -0.811417 0.650195 -0.494 -4.190 -1.210
H 0.443410 0.296443 -1.423690 -0.651 0.717 1.471
```
Positions in Å, forces in eV/Å.



(3)
Entry from OMol25: a molecular structure, C16H21AsN4O3RhS6 (ωB97M-V/def2-TZVPD).

Calculated values
<S²>: 6.0419
HOMO-LUMO gap (alpha / beta): 5.96 / 5.69 eV
charge: +1
LUMO level (alpha / beta): -3.6 / -5.4 eV
HOMO level (alpha / beta): -9.54 / -11.07 eV
spin multiplicity: 5
E: -5802.00933 a.u.

Structure (XYZ):
```
52
Properties=species:S:1:pos:R:3:forces:R:3
Rh -0.283626 0.339859 -0.215224 -0.039 2.056 1.503
C -0.481790 -0.736517 4.672842 -0.046 -0.581 0.803
N -0.589843 -1.675175 3.589625 -0.897 0.041 -2.698
C 0.004484 -2.929807 3.550642 -0.377 0.710 2.316
C -0.076097 -3.427926 2.342074 0.229 -0.664 -1.834
N -0.683146 -2.437710 1.545213 0.150 -0.055 -1.435
C -1.045506 -1.350159 2.306232 0.925 -1.486 1.519
S -2.002451 -0.067801 1.780510 0.413 0.515 0.199
C -0.845101 -2.579386 0.124596 0.257 -0.547 -0.593
C -0.928152 -3.895436 -0.414561 -0.374 0.420 0.763
C -1.250423 -4.071797 -1.747472 0.124 0.814 0.007
C -1.515717 -2.933525 -2.564156 0.060 -0.663 1.751
C -1.473648 -1.694171 -1.931901 0.547 -0.505 -0.540
N -0.933260 -1.494094 -0.690132 -2.447 -3.644 0.060
H -0.622637 -1.273967 5.629888 0.070 0.312 -0.490
H -1.259591 0.001037 4.562264 -0.078 0.338 0.004
H 0.512946 -0.315374 4.614616 0.039 0.388 0.238
H 0.304207 -3.385646 4.485834 0.252 0.066 -0.309
H 0.262195 -4.395899 1.953906 -0.211 0.820 0.238
H -0.855500 -4.778152 0.247207 -0.064 0.752 -0.510
H -1.386931 -5.099078 -2.077903 0.150 0.324 -0.342
H -1.814040 -3.087021 -3.583943 -0.285 0.304 -0.183
H -1.910384 -0.813201 -2.422898 0.694 -0.228 0.144
C 0.471313 0.640478 -4.077196 0.356 0.376 0.565
As 1.214815 0.604449 -2.190202 1.269 -2.015 -1.816
C 2.254729 -1.133400 -2.415563 -2.080 0.808 -0.146
C 2.773070 1.737304 -2.264699 0.037 -0.137 -1.978
H 1.001205 1.431900 -4.658140 -0.466 -0.658 0.361
H -0.595739 0.902278 -3.962459 0.476 -0.195 -0.403
H 0.614853 -0.360393 -4.543823 -0.194 0.780 0.351
H 2.629740 -1.052422 -3.415125 0.418 -0.160 -0.557
H 1.455723 -1.885144 -2.391444 0.377 -0.116 -0.028
H 3.017088 -1.365700 -1.705269 0.317 0.231 0.594
H 3.105349 1.495999 -3.322013 0.112 0.420 1.264
H 3.511851 1.409399 -1.542290 -0.029 0.128 0.154
H 2.538066 2.795332 -2.235193 0.092 0.088 0.269
O 1.749421 -0.129480 2.759360 0.873 0.337 -4.709
N 2.173660 -0.026198 1.531174 2.000 -0.187 1.860
O 1.481037 -0.653202 0.501497 1.925 1.475 2.724
O 3.304356 0.534924 1.276298 -4.323 -1.802 0.246
C 0.474322 5.465582 1.584003 -0.141 -0.620 -0.551
S -1.342957 5.585276 1.560523 0.304 -0.386 0.274
C -1.776314 4.214928 0.637628 0.683 -1.082 -1.095
C -0.959906 3.267522 -0.045187 -0.202 -0.535 0.117
S 0.578382 2.640259 0.236081 0.432 1.363 0.944
S -1.809617 2.136694 -1.152137 -1.226 1.161 1.115
C -3.413452 2.349600 -0.356861 0.707 -0.882 -1.722
S -4.571674 1.278551 -0.729405 -0.022 0.570 0.552
S -3.478054 3.840160 0.504330 -0.553 0.568 0.584
H 0.856324 6.311724 2.130016 -0.093 0.183 0.471
H 0.806425 5.583441 0.554114 0.128 -0.149 0.002
H 0.809991 4.481089 1.974712 -0.269 0.949 -0.052
```
Positions in Å, forces in eV/Å.



(4)
Entry from OMol25: 2 unconnected molecules or ions with the total composition C5H11N (ωB97M-V/def2-TZVPD).

Calculated values
energy relative to the best compared isomer or geometry (same formula, charge and spin): 375.58 kJ/mol
HOMO-LUMO gap: 7.87 eV
LUMO level: 1.0 eV
HOMO level: -6.90 eV
E: -251.71948 a.u.

Structure (XYZ):
```
17
Properties=species:S:1:pos:R:3:forces:R:3
C -1.544611 1.808525 0.816759 0.018 0.006 0.011
C -1.193062 -1.158609 -0.959074 -0.074 -0.025 -0.095
N -0.086603 -1.007116 -0.287091 0.239 0.199 0.065
C 0.735090 -1.741560 0.670677 -0.029 -0.242 0.190
C 1.044348 -0.439278 0.056058 -0.183 -0.056 -0.234
C 2.067378 0.375311 -0.646287 -0.001 0.078 0.023
H -2.358114 1.224292 1.252681 0.074 0.117 -0.065
H -1.367793 2.703700 1.418817 -0.040 -0.131 -0.087
H -1.814025 2.100924 -0.201797 0.016 -0.034 0.160
H -1.865234 -1.952359 -0.667143 0.108 0.070 -0.037
H -1.440720 -0.449142 -1.737716 0.059 -0.064 0.110
H 0.360792 -1.790156 1.696558 0.056 0.018 -0.131
H 1.103536 -2.700720 0.284157 0.055 0.141 -0.004
H -0.638264 1.195928 0.794439 -0.144 0.165 0.031
H 2.718429 0.884162 0.070724 -0.081 -0.091 -0.087
H 1.568669 1.151279 -1.236591 0.064 -0.117 0.076
H 2.710181 -0.205189 -1.325179 -0.136 -0.031 0.074
```
Positions in Å, forces in eV/Å.



What did the second record say?
Entry from OMol25: a single H2IOP molecule (ωB97M-V/def2-TZVPD).

Calculated values
energy relative to the best compared isomer or geometry (same formula, charge and spin): 79.21 kJ/mol
HOMO-LUMO gap: 9.43 eV
SMILES string: OPI
LUMO level: -0.3 eV
HOMO level: -9.77 eV
E: -715.46715 a.u.

Structure (XYZ):
```
5
Properties=species:S:1:pos:R:3:forces:R:3
O 1.019301 -0.037035 1.043006 -1.627 5.515 -1.158
P -0.096420 0.964848 -0.162988 2.383 -2.269 0.915
I -2.144966 -0.412841 -0.106521 0.389 0.227 -0.017
H 0.778676 -0.811417 0.650195 -0.494 -4.190 -1.210
H 0.443410 0.296443 -1.423690 -0.651 0.717 1.471
```
Positions in Å, forces in eV/Å.



- Look up the E of the second one.
  -715.46715 a.u.